C26H25N6PPtS | ωB97M-V with the def2-TZVPD basis set

Properties
charge: +2
relative energy (zero: lowest compared OMol25 entry of this formula, charge and spin): 4.50 kJ/mol
gap between HOMO and LUMO (spin up / spin down): 8.22 / 6.30 eV
spin multiplicity: 3
DFT total energy: -2192.7249 Eh
LUMO level (spin up / spin down): -5.381 / -7.315 eV
⟨S²⟩: 2.005

Element x y z (Å)
1 Pt 0.289 -0.695 0.206
2 N 0.805 -4.166 -2.257
3 C -0.539 -4.419 -2.182
4 C -1.084 -3.373 -1.496
5 N -0.090 -2.496 -1.166
6 C 1.044 -2.995 -1.630
7 C 2.270 -2.258 -1.444
8 N 2.281 -1.186 -0.665
9 C 3.525 -0.628 -0.748
10 C 4.290 -1.391 -1.580
11 N 3.481 -2.407 -2.018
12 H 1.476 -4.790 -2.675
13 H -0.986 -5.301 -2.606
14 H -2.113 -3.195 -1.231
15 H 3.793 0.258 -0.199
16 H 5.315 -1.291 -1.892
17 H 3.768 -3.133 -2.654
18 N 1.699 1.751 2.501
19 C 1.204 0.628 3.029
20 N 0.594 -0.297 2.326
21 C 0.150 -1.357 3.142
22 C -0.580 -2.474 2.738
23 C -0.934 -3.424 3.678
24 C -0.578 -3.270 5.015
25 C 0.128 -2.158 5.437
26 C 0.481 -1.208 4.492
27 S 1.341 0.298 4.730
28 H 1.575 1.943 1.520
29 H 2.134 2.446 3.082
30 H -0.874 -2.582 1.699
31 H -1.504 -4.292 3.374
32 H -0.864 -4.023 5.736
33 H 0.393 -2.029 6.478
34 C -0.918 0.283 -2.915
35 P -0.659 0.911 -1.225
36 C -2.276 1.413 -0.603
37 C -3.108 2.239 -1.359
38 C -4.328 2.640 -0.840
39 C -4.720 2.224 0.427
40 C -3.900 1.396 1.178
41 C -2.678 0.992 0.665
42 C 0.330 2.407 -1.446
43 C -0.037 3.613 -0.848
44 C 0.710 4.756 -1.088
45 C 1.826 4.701 -1.912
46 C 2.213 3.494 -2.481
47 C 1.474 2.349 -2.246
48 H -1.240 1.099 -3.561
49 H -1.680 -0.495 -2.897
50 H 0.012 -0.131 -3.305
51 H -2.805 2.572 -2.344
52 H -4.973 3.281 -1.426
53 H -5.669 2.552 0.829
54 H -4.209 1.067 2.161
55 H -2.023 0.348 1.245
56 H -0.908 3.658 -0.207
57 H 0.412 5.693 -0.636
58 H 2.394 5.600 -2.110
59 H 3.091 3.450 -3.112
60 H 1.780 1.406 -2.686

***

CBrO4 | ωB97M-V with the def2-TZVPD basis set

Properties
charge: -1
relative energy (zero: lowest compared OMol25 entry of this formula, charge and spin): 30.67 kJ/mol
gap between HOMO and LUMO (spin up / spin down): 6.59 / 6.39 eV
spin multiplicity: 1
DFT total energy: -2913.0191 Eh
LUMO level (spin up / spin down): 3.467 / 3.469 eV

Element x y z (Å)
1 C 0.444 1.556 0.818
2 O 1.451 1.649 0.295
3 O -0.509 1.516 1.431
4 O 0.170 -0.994 0.117
5 O -0.068 -1.165 -1.130
6 Br -1.488 -2.560 -1.532

***

C4H8O2 | ωB97M-V with the def2-TZVPD basis set

Properties
charge: -1
relative energy (zero: lowest compared OMol25 entry of this formula, charge and spin): 30.44 kJ/mol
gap between HOMO and LUMO (spin up / spin down): 4.32 / 7.11 eV
spin multiplicity: 2
DFT total energy: -307.6212 Eh
LUMO level (spin up / spin down): 4.248 / 4.181 eV
⟨S²⟩: 0.766

Element x y z (Å)
1 C -2.015 -0.568 -1.091
2 C -0.653 -0.513 -0.934
3 O 0.122 -0.807 -2.081
4 C 0.095 -0.387 0.264
5 C 1.401 -0.838 0.484
6 H -2.451 -0.601 -2.077
7 H -2.707 -0.595 -0.255
8 H 0.655 -0.038 -2.293
9 H -0.519 -0.076 1.114
10 H 1.979 -1.360 -0.264
11 H 1.818 -0.745 1.485
12 H 1.386 1.928 2.294
13 H 0.132 2.043 1.413
14 O 0.757 2.557 1.942

***

C4H16B2BeCl8 | ωB97M-V with the def2-TZVPD basis set

Properties
charge: 0
relative energy (zero: lowest compared OMol25 entry of this formula, charge and spin): 1023.07 kJ/mol
gap between HOMO and LUMO: 8.42 eV
spin multiplicity: 1
DFT total energy: -3907.3811 Eh
LUMO level: -0.896 eV

Element x y z (Å)
1 Be -9.692 -15.788 -6.332
2 B -8.321 -16.747 -7.196
3 H -8.094 -16.315 -6.233
4 H -8.699 -15.934 -7.796
5 H -7.531 -17.278 -7.705
6 H -9.186 -17.378 -7.066
7 B -11.235 -15.423 -7.419
8 H -12.167 -15.247 -7.934
9 H -10.763 -14.464 -7.269
10 H -11.515 -15.838 -6.463
11 H -10.475 -16.020 -7.897
12 C -7.422 -13.750 -4.726
13 Cl -7.420 -14.566 -3.147
14 Cl -8.294 -14.779 -5.984
15 H -7.959 -12.805 -4.640
16 H -6.432 -13.737 -5.184
17 C -9.814 -17.289 -9.381
18 Cl -8.135 -17.731 -9.876
19 Cl -10.904 -18.695 -9.138
20 H -9.853 -16.563 -8.569
21 H -10.206 -16.625 -10.151
22 C -7.865 -19.123 -7.652
23 Cl -8.134 -20.216 -8.940
24 Cl -7.441 -20.020 -6.218
25 H -7.101 -18.465 -8.066
26 H -8.750 -18.523 -7.439
27 C -6.699 -15.869 -9.065
28 Cl -7.937 -14.729 -9.513
29 Cl -5.092 -15.200 -8.634
30 H -7.093 -16.453 -8.233
31 H -6.531 -16.492 -9.943

***

C23H18BrCuIN3O2S | ωB97M-V with the def2-TZVPD basis set

Properties
charge: -1
relative energy (zero: lowest compared OMol25 entry of this formula, charge and spin): 31.00 kJ/mol
gap between HOMO and LUMO (spin up / spin down): 6.68 / 7.10 eV
spin multiplicity: 2
DFT total energy: -6112.4736 Eh
LUMO level (spin up / spin down): 2.318 / 2.203 eV
⟨S²⟩: 0.757

Element x y z (Å)
1 Cu 0.212 -1.867 0.054
2 C -2.740 -3.216 -3.008
3 C -2.556 -1.739 -2.902
4 N -3.070 -0.939 -3.798
5 C -2.893 0.383 -3.657
6 C -2.266 0.981 -2.589
7 C -2.221 2.488 -2.504
8 O -3.397 3.137 -2.952
9 C -1.707 0.146 -1.580
10 C -1.169 0.628 -0.366
11 N -0.843 -0.144 0.643
12 C -0.560 0.432 1.868
13 C 0.199 1.595 2.032
14 C 0.343 2.181 3.275
15 C -0.247 1.613 4.393
16 C -0.963 0.437 4.263
17 C -1.112 -0.135 3.017
18 I -2.313 -1.857 2.814
19 C -1.814 -1.270 -1.772
20 O -1.324 -2.142 -0.980
21 H -3.290 -3.481 -3.906
22 H -3.267 -3.580 -2.125
23 H -1.757 -3.690 -2.999
24 H -3.313 0.966 -4.472
25 H -1.369 2.866 -3.095
26 H -2.076 2.816 -1.472
27 H -3.930 2.500 -3.437
28 H -1.106 1.710 -0.222
29 H 0.688 2.018 1.164
30 H 0.922 3.088 3.374
31 H -0.155 2.084 5.361
32 H -1.416 -0.027 5.126
33 S 3.722 -1.418 2.757
34 C 2.670 -2.672 3.278
35 C 1.545 -2.764 2.522
36 C 1.487 -1.813 1.477
37 C 2.595 -1.014 1.463
38 C 2.887 -0.012 0.484
39 C 4.098 0.691 0.440
40 C 4.290 1.623 -0.557
41 C 3.273 1.848 -1.478
42 C 2.114 1.098 -1.361
43 N 1.923 0.198 -0.419
44 H 2.957 -3.290 4.107
45 H 0.792 -3.513 2.700
46 H 4.858 0.492 1.180
47 H 5.222 2.168 -0.624
48 H 3.390 2.579 -2.262
49 H 1.283 1.214 -2.047
50 Br 1.402 -3.398 -1.204

***

H22NO9 | ωB97M-V with the def2-TZVPD basis set

Properties
charge: +1
relative energy (zero: lowest compared OMol25 entry of this formula, charge and spin): 410.39 kJ/mol
gap between HOMO and LUMO: 9.73 eV
spin multiplicity: 1
DFT total energy: -744.7995 Eh
LUMO level: -3.712 eV

Element x y z (Å)
1 N -0.320 -0.259 -0.100
2 H -0.513 0.740 -0.320
3 H 0.526 -0.612 -0.773
4 H -1.028 -0.920 -0.093
5 H 0.026 -0.331 0.883
6 O 0.891 -3.431 -0.844
7 H 0.274 -4.034 -0.316
8 H 1.570 -3.996 -1.189
9 O -1.737 1.187 -2.426
10 H -2.299 1.952 -2.454
11 H -2.410 0.548 -2.413
12 O 0.476 -1.875 -3.159
13 H -0.388 -2.087 -3.558
14 H 0.376 -2.454 -2.395
15 O -1.009 2.767 0.888
16 H -1.325 3.710 1.054
17 H -0.621 2.404 1.757
18 O -3.254 0.906 0.838
19 H -3.396 0.765 -0.003
20 H -2.962 1.880 0.839
21 O 1.218 2.037 -0.151
22 H 1.381 2.775 -0.565
23 H 0.256 2.296 0.142
24 O 0.376 -1.865 4.080
25 H 0.838 -2.659 3.821
26 H 0.721 -1.077 3.531
27 O 2.751 -0.032 -1.346
28 H 2.266 0.726 -0.767
29 H 2.601 0.418 -2.218
30 O 1.302 -0.054 2.379
31 H 2.272 -0.334 2.425
32 H 1.141 0.909 2.455